Entry 1:
{"formula": "C23H22I2N5O2Re", "method": "ωB97M-V/def2-TZVPD", "symbols": ["H", "H", "C", "C", "H", "C", "H", "C", "I", "O", "O", "C", "C", "C", "H", "C", "H", "C", "C", "H", "N", "H", "C", "H", "C", "C", "H", "C", "N", "C", "H", "N", "H", "C", "C", "H", "H", "C", "C", "H", "I", "H", "H", "H", "H", "H", "N", "N", "Re", "C", "C", "H", "C", "H", "C"], "xyz": [[-1.126, -2.444, 4.895], [-1.041, -4.895, 1.832], [4.744, -0.899, -0.340], [-0.948, -1.509, -1.966], [-2.923, -2.843, 2.038], [-2.182, 3.696, 0.525], [-2.252, -3.797, 3.350], [-1.047, -2.124, 2.764], [0.700, 0.701, -3.383], [-1.481, -4.137, 1.436], [0.834, 0.650, 1.291], [0.314, -0.185, 2.155], [-0.739, -1.847, 4.079], [-2.272, -3.142, -3.197], [-2.343, 5.539, -2.143], [-1.381, 2.626, 0.750], [-0.531, -1.221, -5.353], [-0.902, -1.613, -4.415], [1.474, 1.104, 4.008], [6.563, 0.245, -0.417], [0.058, -0.828, 4.414], [1.427, 1.187, 5.089], [3.444, 1.440, -0.839], [2.754, -1.732, -0.314], [-1.874, -2.559, -2.007], [-1.995, -3.267, 2.434], [-2.042, -3.170, -5.340], [-0.750, -1.593, 0.397], [2.735, 0.307, -0.680], [0.586, -0.004, 3.553], [2.511, 0.902, 3.724], [-2.223, 3.887, -0.838], [-1.122, 2.166, 1.687], [-1.468, 2.959, -1.410], [4.822, 1.467, -0.751], [5.234, -1.843, -0.145], [-3.755, 4.470, -2.160], [-2.993, 4.922, -1.527], [3.366, -0.849, -0.434], [-2.714, 4.327, 1.217], [5.861, 3.272, -1.016], [-2.987, -3.952, -3.174], [2.889, 2.362, -1.045], [1.195, 2.057, 3.554], [-3.480, 5.551, -0.789], [-2.318, -2.942, -1.100], [-0.931, 2.152, -0.475], [-0.475, -0.958, -0.721], [0.676, 0.812, -0.677], [-1.765, -2.697, -4.408], [-0.496, -1.283, 1.763], [-1.239, -2.555, 0.295], [5.484, 0.266, -0.494], [-1.340, 2.862, -2.475], [-0.533, -1.041, -3.214]], "e_homo_ha": [-0.62303, -0.62230], "spin_multiplicity": 4, "lumo_ev": [-11.1, -11.6], "max_force_ha_per_bohr": 0.0492, "total_charge": 3}

Entry 2:
{"formula": "C23H22InN2O4", "method": "ωB97M-V/def2-TZVPD", "symbols": ["H", "H", "H", "N", "C", "In", "C", "H", "C", "H", "C", "C", "H", "H", "C", "H", "H", "C", "C", "C", "C", "H", "C", "O", "O", "C", "C", "H", "H", "C", "H", "H", "N", "H", "C", "C", "O", "H", "C", "H", "C", "C", "C", "C", "C", "C", "H", "H", "H", "H", "O", "H"], "xyz": [[-0.819, -0.890, -4.984], [2.941, -2.512, -1.283], [-3.721, 2.957, 0.747], [0.596, 0.305, 1.582], [-0.840, -3.024, 0.145], [-0.370, -0.077, -0.418], [0.833, 2.900, -1.032], [-0.321, -3.481, -0.684], [0.224, 1.177, 2.435], [-0.150, -4.174, 1.870], [2.099, -1.441, 0.833], [2.019, -1.929, -1.455], [2.470, -3.538, -5.668], [-1.829, -2.660, 3.267], [0.044, -1.434, -4.629], [1.283, 4.801, -0.064], [-0.382, 2.769, 4.334], [-2.985, 2.943, 1.537], [-0.766, -3.390, 1.453], [0.930, 3.812, 0.215], [-1.755, -1.911, 0.030], [-0.072, 3.896, 0.628], [0.339, -1.311, -3.239], [0.751, 3.409, -2.135], [-0.480, -0.638, -2.528], [-1.930, 1.993, 1.388], [-2.279, -1.711, 1.359], [3.160, -1.738, 0.779], [-3.884, 4.511, 2.659], [1.898, -2.905, -5.006], [3.119, -3.299, -3.316], [1.520, -2.205, 1.367], [1.525, -1.298, -0.464], [-2.399, -1.812, -0.835], [1.516, -1.986, -2.783], [-0.975, 1.945, 2.451], [0.901, 1.649, -0.778], [1.584, 3.372, 0.966], [-1.119, 2.824, 3.541], [2.323, -0.258, 2.637], [-2.125, 3.748, 3.627], [-1.662, -2.578, 2.205], [0.790, -2.197, -5.481], [2.246, -2.777, -3.689], [-3.076, 3.793, 2.602], [1.957, -0.136, 1.604], [-2.183, 4.426, 4.468], [-3.048, -1.000, 1.612], [2.560, 0.623, 1.091], [0.936, 1.426, 3.242], [-1.928, 1.283, 0.328], [0.534, -2.252, -6.531]], "e_homo_ha": -0.17673, "lumo_ev": 2.7, "max_force_ha_per_bohr": 0.0202, "total_charge": -1}

Entry 3:
{"formula": "C23H22IrN2O7", "method": "ωB97M-V/def2-TZVPD", "symbols": ["H", "O", "H", "H", "O", "H", "H", "H", "H", "C", "H", "H", "O", "H", "C", "C", "C", "N", "O", "H", "C", "C", "O", "H", "C", "C", "C", "H", "Ir", "H", "H", "C", "C", "H", "H", "C", "C", "H", "C", "C", "O", "O", "C", "C", "H", "H", "C", "C", "C", "C", "C", "C", "H", "N", "H"], "xyz": [[-4.963, -3.174, 3.523], [-0.201, -3.822, -1.603], [-0.289, -0.387, 2.727], [-3.578, -3.531, 4.557], [1.734, -0.118, 1.196], [-4.411, -2.403, -1.183], [-2.243, -0.053, 4.241], [-4.644, -2.609, 1.156], [-3.989, -1.864, 4.176], [-2.307, 0.239, 3.203], [-3.244, -3.582, -1.789], [-1.275, -3.372, 3.670], [7.168, 4.358, 2.758], [2.751, 3.633, 1.182], [4.469, 0.724, 1.587], [-3.494, 1.132, 1.330], [3.574, 2.975, 1.424], [7.086, 3.155, 2.656], [-1.198, 0.706, -1.564], [6.520, 0.597, 2.249], [4.777, 3.491, 1.870], [-2.346, 1.307, -0.905], [1.311, 1.713, 0.130], [-2.841, -1.878, -1.814], [5.798, 2.605, 2.160], [-3.943, -2.877, 3.766], [-2.369, 0.939, 0.557], [0.862, -3.768, 2.761], [0.198, -0.027, -0.165], [0.908, -4.336, 1.091], [4.937, 4.552, 1.992], [-1.217, 0.046, 2.382], [3.424, 1.596, 1.296], [-3.247, 0.953, -1.403], [-0.768, 1.370, -2.119], [-3.575, -2.753, 1.279], [-3.463, 0.788, 2.673], [4.334, -0.343, 1.470], [-1.395, -2.968, 0.322], [-1.688, -3.168, 2.687], [7.957, 2.359, 2.927], [-0.097, -1.654, -1.158], [-3.352, -2.650, -1.232], [5.680, 1.235, 2.019], [1.254, -2.653, 1.451], [-2.284, 2.392, -1.008], [-3.053, -2.932, 2.556], [0.623, -3.500, 1.732], [2.132, 1.065, 0.861], [-0.843, -3.191, 1.584], [-2.766, -2.788, 0.148], [-0.497, -2.919, -0.880], [-4.386, 1.544, 0.877], [-1.252, 0.408, 1.092], [-4.337, 0.936, 3.292]], "e_homo_ha": -0.42637, "lumo_ev": -4.2, "max_force_ha_per_bohr": 0.0258, "total_charge": 1}

Entry 4:
{"formula": "C23H22MnN3O2S4", "method": "ωB97M-V/def2-TZVPD", "symbols": ["C", "H", "C", "S", "H", "N", "C", "C", "C", "C", "C", "H", "C", "H", "H", "C", "C", "S", "H", "H", "H", "C", "C", "C", "C", "C", "H", "H", "C", "C", "H", "H", "C", "N", "N", "H", "H", "H", "C", "O", "C", "Mn", "C", "C", "C", "H", "H", "H", "H", "H", "H", "S", "O", "S", "H"], "xyz": [[-2.469, 4.717, 0.427], [-0.799, -2.875, 0.374], [0.340, -2.068, -2.964], [1.262, -0.566, -2.811], [-0.454, 2.724, -2.611], [-1.226, -1.482, -1.139], [-1.548, 4.828, 1.464], [-1.051, -4.501, -3.335], [0.047, -4.188, -4.126], [3.442, -4.065, 0.469], [-2.507, 0.652, -0.951], [-0.885, 1.122, -3.172], [-0.759, -2.407, -2.169], [-1.593, 5.669, 2.145], [-3.078, 3.525, -1.241], [-1.393, 2.655, -0.255], [-1.220, 1.953, -2.554], [1.741, -5.562, -0.692], [6.418, -6.474, 0.765], [4.676, -2.592, 1.410], [4.309, -7.258, -0.306], [2.142, -3.327, 0.225], [0.716, -2.995, -3.945], [4.610, -3.611, 1.053], [-2.348, -0.682, -1.657], [-1.448, -3.600, -2.365], [0.403, -4.895, -4.864], [-1.573, -5.440, -3.456], [-0.571, 3.866, 1.630], [-1.585, -2.164, 0.117], [-2.626, 0.503, 0.125], [-2.180, -0.532, -2.723], [-2.377, 3.626, -0.420], [-1.352, 1.529, -1.158], [1.233, -4.026, -0.384], [0.145, 3.956, 2.438], [-3.434, 1.127, -1.314], [-3.278, -1.260, -1.560], [-0.466, 2.750, 0.786], [1.846, -5.791, -2.103], [3.354, -5.354, -0.001], [0.588, -0.175, -0.534], [5.573, -5.803, 0.674], [5.675, -4.498, 1.153], [4.399, -6.252, 0.080], [1.581, -2.762, -4.552], [-3.242, 5.460, 0.286], [6.602, -4.168, 1.605], [-2.289, -3.841, -1.730], [-2.546, -2.684, 0.037], [-1.664, -1.431, 0.924], [1.975, -1.735, 0.805], [0.987, -6.490, 0.105], [0.799, 1.577, 1.104], [-2.164, 2.360, -2.945]], "e_homo_ha": [-0.16035, -0.16975], "spin_multiplicity": 6, "lumo_ev": [2.7, 2.7], "max_force_ha_per_bohr": 0.0111, "total_charge": -1}